Density functional theory data (wB97M-V/def2-TZVPD) for a structure of composition C7H17AgClNO3 in a non-equilibrium geometry.

Computed properties:
* HOMO: -9.0889 eV
* Kohn-Sham gap: 8.376 eV
* E: -1164.5414 hartree
* strongest force on any atom: 1.1 eV Å⁻¹

Geometry as XYZ:
```
30
C7H17AgClNO3, DFT wB97M-V/def2-TZVPD
Ag -2.0119 1.0864 1.7082
Cl 0.2434 2.2552 1.5540
O -2.9382 0.8650 -0.4560
O -1.0822 -0.8776 0.4729
O 3.9062 -1.2684 0.2050
N 2.0623 0.0277 0.0011
C 2.6242 -0.8817 2.1869
C 2.9329 -0.7325 0.7081
C -0.5252 -2.1376 0.7796
C -1.7416 0.6754 -1.2000
C -3.5904 2.0961 -0.7588
C 2.3223 0.4188 -1.3572
C -1.1622 -0.6793 -0.9257
H -1.0295 1.4809 -0.9691
H -0.1670 -0.7191 -1.3816
H -4.5905 2.0252 -0.3392
H 3.3234 0.8474 -1.4523
H -3.7088 2.2045 -1.8428
H -1.1667 -2.9393 0.3941
H -3.0259 2.9552 -0.3888
H 3.1885 -0.1648 2.7804
H -0.4119 -2.2433 1.8555
H 1.3536 0.5115 0.5429
H 2.9831 -1.8735 2.4590
H 1.6322 1.2095 -1.6461
H 2.2537 -0.4454 -2.0201
H 0.4677 -2.2599 0.3323
H 1.5603 -0.7748 2.3933
H -1.7873 -1.4709 -1.3577
H -1.9146 0.8093 -2.2777
```

Density functional theory data (wB97M-V/def2-TZVPD) for a structure of composition C7H17Cl2O3PSSi2.

Computed properties:
* HOMO: -8.3616 eV
* Kohn-Sham gap: 8.844 eV
* E: -2741.6468 hartree
* strongest force on any atom: 0.7 eV Å⁻¹

Geometry as XYZ:
```
33
C7H17Cl2O3PSSi2, DFT wB97M-V/def2-TZVPD
Cl -1.7679 -3.7761 -1.0175
Cl -1.2774 -0.5633 1.7335
S -3.6175 4.0186 1.8385
P -2.5613 2.9663 0.5593
Si -1.8597 -0.4400 -1.2597
Si -3.9207 1.2727 -0.0467
O -0.7324 0.7498 -1.2605
O -3.3176 0.2988 -1.2475
O 2.4301 0.8326 0.1688
C -1.1573 -3.5582 1.6130
C 1.5615 1.4061 -0.7855
C 4.5006 -0.1818 0.7617
C 0.6351 0.3620 -1.4084
C -1.4779 -2.7860 0.3714
C -1.5604 -1.4628 0.2771
C 3.7272 0.5420 -0.3220
H -1.9215 -3.3790 2.3703
H -4.2003 0.5063 1.1766
H 3.6570 -0.0697 -1.2286
H -5.1396 1.9319 -0.5269
H -0.2077 -3.2133 2.0262
H 4.3314 -1.2560 0.7292
H 4.2343 1.4745 -0.5935
H -1.3444 2.4819 1.0508
H -1.0863 -4.6175 1.4000
H 0.8391 0.2232 -2.4716
H 0.8309 -0.5861 -0.8983
H -2.1747 3.6597 -0.5966
H 5.5676 0.0058 0.6623
H -1.7479 -1.2683 -2.4605
H 4.1688 0.1827 1.7322
H 2.1407 1.9187 -1.5575
H 0.9420 2.1385 -0.2677
```

Density functional theory data (wB97M-V/def2-TZVPD) for a structure of composition C7H17F3HgNO14S3 in a non-equilibrium geometry.

Computed properties:
* HOMO (spin up / spin down): -0.5555 / -0.5475 eV
* Kohn-Sham gap (spin up / spin down): 4.531 / 3.629 eV
* net charge: -2
* E: -3032.4641 hartree
* strongest force on any atom: 4.9 eV Å⁻¹
* multiplicity: 2

Geometry as XYZ:
```
46
C7H17F3HgNO14S3, DFT wB97M-V/def2-TZVPD
Hg 0.1053 -0.4675 -0.3411
S 3.1664 1.2924 -0.9580
S 1.5984 -1.4080 2.8364
S 1.5860 -3.7438 -0.9264
F -0.4006 -1.0355 4.7441
F 1.5686 -0.1384 5.1765
F 0.3238 0.8019 3.8218
O 2.0647 0.3313 -1.2192
O 1.3249 -2.3097 -0.9870
O 0.6998 -1.3137 1.7043
O 1.5913 -4.1254 0.4810
O 0.6078 -4.4692 -1.6834
O 4.2859 1.0209 -1.8394
O -0.8934 -1.2854 -2.3331
O -1.7450 -1.8590 0.3530
O 1.7118 -2.8248 3.3263
O 2.9120 -0.7070 2.6150
O 2.9157 -3.9730 -1.3729
O 2.6843 2.6940 -1.0773
O 3.5906 0.9258 0.3471
O -1.1402 1.3711 -1.4091
N 0.3158 1.6813 0.8530
C 0.6731 -0.4209 4.2664
C -1.7267 -2.3862 -2.0241
C -1.5636 1.5767 -2.7402
C -1.2176 2.6714 -0.8588
C -2.0358 -2.8279 -0.5687
C -0.5852 3.8868 1.1933
C -0.8700 2.5280 0.6663
H -1.4814 -3.2506 -2.6411
H -1.4065 4.5645 0.9606
H 0.2152 4.4127 0.6729
H -2.6321 1.4198 -2.5921
H -0.9226 -1.2121 -3.2898
H 1.0937 2.3247 0.8207
H -1.7100 2.0120 1.1313
H -1.3996 -3.6926 -0.3802
H -1.1365 0.9220 -3.4998
H -2.1895 3.1560 -0.9521
H -2.9388 -3.4328 -0.4866
H -0.4989 3.3488 -1.3200
H -2.6578 -2.1042 -2.5156
H -1.4105 2.5519 -3.2024
H -2.2615 -2.0418 1.1413
H -0.5250 4.0671 2.2666
H 0.3138 1.4685 1.8403
```

Density functional theory data (wB97M-V/def2-TZVPD) for a structure of composition C7H17F3NO14S3Zn in a non-equilibrium geometry.

Computed properties:
* HOMO: 2.4703 eV
* Kohn-Sham gap: 3.256 eV
* net charge: -3
* E: -4658.4729 hartree
* strongest force on any atom: 5.3 eV Å⁻¹

Geometry as XYZ:
```
46
C7H17F3NO14S3Zn, DFT wB97M-V/def2-TZVPD
Zn 9.6472 -1.3291 -16.1863
S 6.6120 -2.1124 -17.5129
S 12.6980 -0.5244 -14.8308
S 10.5151 -4.2482 -14.6444
F 6.0532 -4.4355 -16.2988
F 7.3513 -4.6842 -18.0056
F 5.1991 -4.3760 -18.2514
O 13.5657 0.5171 -15.3713
O 11.5387 -4.8834 -15.4853
O 12.4512 -0.3370 -13.3635
O 5.4675 -1.5305 -16.8065
O 11.4503 -0.5994 -15.6297
O 6.6026 -1.7502 -18.9383
O 10.7881 -2.0544 -17.8036
O 7.9428 -2.1019 -16.9093
O 9.0256 0.3054 -17.2120
O 13.4236 -1.7831 -14.8517
O 9.5326 -5.2700 -14.2475
O 11.1107 -3.7078 -13.4223
O 12.3743 -4.0471 -19.2028
O 9.9413 -3.1305 -15.4311
N 8.7994 -0.4512 -14.5514
C 11.0369 -4.2368 -18.7667
C 8.3252 1.2573 -16.3494
C 9.0227 0.8337 -18.5383
C 10.3186 -2.8827 -18.8646
C 7.8294 0.5680 -15.0734
C 7.4395 1.5034 -13.9281
C 6.2955 -4.0275 -17.5487
H 6.8916 0.0630 -15.3137
H 11.0662 -4.4208 -17.6856
H 10.4867 -2.4449 -19.8554
H 8.1248 0.6491 -19.1281
H 8.4668 -0.8453 -13.6781
H 12.4230 -3.8761 -20.1466
H 11.5669 -1.5721 -18.0975
H 7.3789 0.9464 -12.9930
H 10.5613 -5.0428 -19.3324
H 9.9155 0.4829 -19.0556
H 9.1959 1.9124 -18.4746
H 9.6120 0.0532 -14.1846
H 9.1141 1.9987 -16.1716
H 8.2241 2.2281 -13.6897
H 6.5184 2.0534 -14.1311
H 9.2432 -3.0129 -18.7534
H 7.6277 1.8454 -16.9480
```